[1]
This record from OMol25 describes one molecule with the formula C4H5ClOS2. The level of theory is wB97M-V/def2-TZVPD.

Summary:
Maximum force in Eh/bohr: 0.01352
SMILES: O[C@H]1C(=S)[C@@H](S)[C@@H]1Cl
Lowest unoccupied orbital energy in eV: -0.923
HOMO-LUMO gap in eV: 8.56
E in hartree: -1487.1797
Charge: 0
Spin multiplicity: 1

Positions of all 13 atoms, in Å:
O -0.01 -2.29 0.44
C 0.19 -1.14 -0.29
C -0.93 -0.14 -0.43
S -2.51 -0.26 -0.13
C 0.06 1.02 -0.48
S -0.38 2.64 0.16
C 1.00 0.05 0.27
Cl 2.73 0.14 -0.12
H -0.85 -2.18 0.89
H 0.58 -1.39 -1.28
H 0.41 1.18 -1.49
H -1.19 2.21 1.12
H 0.91 0.15 1.34

***

[2]
This record from OMol25 describes an isolated ion of composition CH2NOS3 and charge -1 at a distorted geometry. The level of theory is wB97M-V/def2-TZVPD.

Summary:
Maximum force in Eh/bohr: 0.02870
SMILES: NSSC([O-])=S
Lowest unoccupied orbital energy in eV: 3.257
HOMO-LUMO gap in eV: 7.05
E in hartree: -1363.9431
Charge: -1
Spin multiplicity: 1

Positions of all 8 atoms, in Å:
N -0.08 -0.28 -0.25
S -1.12 -1.32 0.66
S -2.85 -1.24 -0.35
C -3.67 0.40 0.31
O -2.98 1.05 1.04
S -5.17 0.56 -0.33
H -0.07 0.64 0.18
H 0.86 -0.66 -0.26

***

ΔE to the lowest compared entry with this formula, charge and spin across the listed records, respectively: 58.19 0.00 kJ/mol.